1.
The following is a quantum chemistry calculation of a 7-piece molecular cluster, C16H47N5O12 overall in a non-equilibrium geometry, from the Open Molecules 2025 dataset.

Output
* 2S+1: 1
* SMILES: COCCNCCOC.NC(N)=O.NC(N)=O.OCCO.OCCO.OCCO.OCCO
* total charge: 0
* frontier orbital gap: 0.3318 hartree

Cartesian coordinates (Å):
O (-8.996, -42.981, -20.457)
O (-7.763, -44.833, -19.772)
O (-13.447, -40.365, -16.006)
O (-7.838, -38.277, -16.916)
O (-9.112, -41.377, -13.270)
O (-15.967, -40.030, -14.650)
O (-10.923, -45.902, -13.400)
O (-10.618, -36.453, -14.970)
O (-11.238, -45.320, -22.147)
O (-11.088, -39.807, -17.140)
O (-11.835, -42.674, -16.842)
O (-9.580, -46.883, -17.375)
N (-12.541, -44.565, -14.254)
N (-8.545, -38.206, -13.937)
N (-8.981, -36.557, -17.893)
N (-8.263, -38.352, -19.145)
N (-10.510, -44.724, -15.296)
C (-8.331, -45.171, -18.510)
C (-9.761, -43.465, -21.535)
C (-10.621, -44.656, -21.066)
C (-8.270, -37.713, -17.922)
C (-8.175, -40.430, -12.789)
C (-10.704, -42.152, -17.573)
C (-9.687, -42.167, -12.251)
C (-7.782, -39.478, -13.917)
C (-9.130, -46.469, -18.664)
C (-13.544, -40.171, -14.573)
C (-10.098, -40.867, -17.078)
C (-9.981, -38.505, -13.960)
C (-10.778, -37.227, -13.770)
C (-11.335, -45.150, -14.301)
C (-11.590, -35.453, -15.088)
C (-14.872, -40.785, -14.163)
H (-11.764, -34.958, -14.123)
H (-12.519, -40.125, -16.224)
H (-13.442, -39.126, -14.274)
H (-6.956, -45.323, -19.944)
H (-12.692, -40.717, -14.153)
H (-9.119, -36.028, -17.049)
H (-8.536, -39.820, -11.954)
H (-11.989, -44.853, -22.518)
H (-9.134, -44.455, -18.322)
H (-8.892, -42.648, -11.667)
H (-12.394, -41.886, -16.709)
H (-8.381, -37.939, -14.905)
H (-15.837, -39.744, -15.557)
H (-6.708, -39.296, -13.966)
H (-7.305, -41.002, -12.451)
H (-10.356, -38.839, -14.935)
H (-9.852, -40.963, -16.014)
H (-11.804, -37.386, -13.424)
H (-14.968, -41.766, -14.631)
H (-8.249, -43.547, -20.220)
H (-12.932, -43.947, -14.936)
H (-8.497, -47.259, -19.088)
H (-9.863, -45.349, -20.679)
H (-12.530, -35.907, -15.441)
H (-10.567, -39.015, -17.328)
H (-9.207, -43.809, -22.410)
H (-10.010, -46.341, -19.298)
H (-7.939, -39.996, -14.874)
H (-13.079, -44.733, -13.420)
H (-9.236, -40.645, -17.705)
H (-11.390, -34.643, -15.794)
H (-10.264, -42.971, -12.703)
H (-9.657, -45.232, -15.439)
H (-14.895, -40.841, -13.077)
H (-8.393, -37.761, -19.948)
H (-7.606, -39.114, -19.196)
H (-10.417, -42.617, -21.751)
H (-10.297, -41.564, -11.573)
H (-7.547, -45.173, -17.756)
H (-9.877, -42.827, -17.814)
H (-10.303, -39.198, -13.184)
H (-8.908, -36.000, -18.731)
H (-10.248, -47.565, -17.479)
H (-10.382, -36.598, -12.963)
H (-11.250, -44.527, -20.181)
H (-10.826, -44.068, -16.002)
H (-11.109, -42.073, -18.592)


2.
The following is a quantum chemistry calculation of one molecule with the formula C24H23I2O5PS in a non-equilibrium geometry, from the Open Molecules 2025 dataset.

Output
* 2S+1: 1
* SMILES: C/C(I)=C(\I)c1ccc2c(c1P(O)(O)=S)C(=O)C(COc1cc(C)ccc1C(C)C)=CC2=O
* total charge: 0
* frontier orbital gap: 0.2659 hartree

Cartesian coordinates (Å):
I (0.115, 4.953, -3.420)
I (-2.111, 1.090, -5.815)
S (0.633, -0.578, -3.330)
P (0.607, 1.036, -2.252)
O (-0.700, -0.853, -0.413)
O (1.479, 2.135, -3.032)
O (1.328, 0.863, -0.832)
O (-5.305, 0.945, 0.199)
O (-0.617, -1.662, 2.323)
C (0.898, -3.872, 2.652)
C (-4.090, 0.985, 0.243)
C (-1.488, -0.007, -0.051)
C (-1.695, 2.540, -2.882)
C (0.452, -3.893, 4.161)
C (-3.340, 0.473, 1.439)
C (0.726, -1.395, 2.265)
C (2.673, -0.043, 1.990)
C (-1.941, 1.079, -1.035)
C (-3.239, 1.527, -0.876)
C (-2.105, -0.003, 1.329)
C (-0.994, 2.792, -5.270)
C (-0.243, 3.552, -6.353)
C (1.557, -2.499, 2.428)
C (-0.970, 3.203, -4.009)
C (3.487, -1.129, 2.150)
C (1.298, -0.163, 2.028)
C (-2.996, 2.947, -2.723)
C (-1.114, 1.588, -2.041)
C (-1.444, -0.545, 2.605)
C (1.829, -5.045, 2.350)
C (2.915, -2.385, 2.361)
C (-3.787, 2.463, -1.719)
C (3.341, 1.315, 1.776)
H (4.423, 1.167, 1.727)
H (0.611, -4.883, 4.602)
H (-2.270, -0.935, 3.211)
H (0.829, 3.382, -6.189)
H (1.125, -3.212, 4.693)
H (-4.817, 2.779, -1.596)
H (2.023, 1.625, -3.652)
H (2.638, -5.098, 3.089)
H (4.569, -1.061, 2.108)
H (0.672, 0.713, 1.883)
H (-0.013, -3.914, 2.048)
H (-3.418, 3.683, -3.401)
H (2.949, 1.835, 0.902)
H (1.254, -5.973, 2.462)
H (-0.585, -3.566, 4.238)
H (3.179, 1.888, 2.700)
H (2.237, -5.034, 1.336)
H (-3.872, 0.516, 2.388)
H (-0.955, 0.225, 3.212)
H (-0.467, 3.138, -7.339)
H (-0.438, 4.623, -6.311)
H (3.578, -3.237, 2.454)
H (1.588, -0.075, -0.812)


3.
The following is a quantum chemistry calculation of a 2-piece molecular cluster, C6H14N5 overall in a non-equilibrium geometry, from the Open Molecules 2025 dataset.

Output
* relative energy (zero: lowest compared OMol25 entry of this formula, charge and spin): 592.44 kJ/mol
* 2S+1: 1
* total charge: +1
* frontier orbital gap: 0.3514 hartree

Cartesian coordinates (Å):
N (-0.033, 0.295, -0.670)
N (-0.436, 0.990, -1.537)
N (-0.692, 1.863, -2.217)
N (-1.789, 2.722, 0.119)
N (-0.428, 1.897, 1.895)
C (0.437, -1.091, -0.735)
C (-0.141, -1.739, -2.181)
C (1.915, -1.000, -0.854)
C (-0.096, -1.812, 0.525)
C (-1.052, 2.174, 0.957)
C (0.150, 1.177, 2.982)
H (0.452, 1.865, 3.759)
H (-1.379, 3.286, -0.620)
H (-0.040, -2.847, -2.101)
H (1.021, 0.533, 2.679)
H (2.443, -2.010, -1.148)
H (-0.101, -2.886, 0.340)
H (-2.695, 2.476, -0.074)
H (2.307, -0.215, -1.627)
H (2.320, -0.603, 0.168)
H (-1.100, -1.344, 0.879)
H (0.566, -1.689, 1.397)
H (-1.273, -1.552, -2.300)
H (-0.865, 0.692, 3.306)
H (0.510, -1.179, -2.940)


4.
The following is a quantum chemistry calculation of one molecule with the formula C20H23N3O6S in a non-equilibrium geometry, from the Open Molecules 2025 dataset.

Output
* relative energy (zero: lowest compared OMol25 entry of this formula, charge and spin): 118.70 kJ/mol
* 2S+1: 1
* SMILES: CCOc1ncccc1C(=O)OCC(=O)N1CCN(S(=O)(=O)c2ccccc2)CC1
* total charge: 0
* frontier orbital gap: 0.3426 hartree

Cartesian coordinates (Å):
S (3.339, -1.076, -0.680)
O (-1.314, 2.324, -2.461)
O (3.486, -1.309, -2.085)
O (-2.559, 0.514, 1.003)
O (-1.318, 2.311, -0.217)
O (0.662, 3.937, 1.756)
O (4.465, -1.262, 0.185)
N (2.851, 0.510, -0.506)
N (1.625, 2.968, -0.030)
N (-3.109, -1.407, -0.110)
C (-0.076, -3.219, -0.511)
C (-2.089, -1.037, 2.827)
C (0.578, 3.527, 0.616)
C (-2.240, -0.326, -2.495)
C (2.836, 1.055, 0.831)
C (-1.562, 1.774, -1.411)
C (-3.085, -0.084, 2.184)
C (0.999, -2.478, -0.975)
C (2.795, 2.583, 0.737)
C (0.783, -3.064, 1.732)
C (1.656, 2.425, -1.368)
C (1.710, 0.896, -1.299)
C (-3.196, -2.090, -1.239)
C (-2.137, 0.415, -1.323)
C (-2.603, -0.181, -0.126)
C (-0.753, 3.616, -0.142)
C (-2.779, -1.601, -2.464)
C (-0.182, -3.509, 0.840)
C (1.958, -2.049, -0.079)
C (1.863, -2.330, 1.270)
H (3.692, 2.947, 0.231)
H (1.955, 0.705, 1.393)
H (2.570, 2.784, -1.853)
H (1.845, 0.469, -2.292)
H (3.745, 0.715, 1.326)
H (2.716, 3.031, 1.728)
H (0.697, -3.295, 2.783)
H (2.646, -1.993, 1.931)
H (-1.156, -0.518, 3.035)
H (0.774, 0.511, -0.861)
H (-2.498, -1.417, 3.758)
H (-1.889, -1.868, 2.157)
H (-3.628, -3.078, -1.139)
H (-1.895, 0.123, -3.415)
H (-2.872, -2.192, -3.360)
H (-3.296, 0.760, 2.844)
H (-1.017, -4.093, 1.198)
H (1.123, -2.250, -2.022)
H (0.801, 2.742, -1.962)
H (-0.824, -3.575, -1.202)
H (-4.013, -0.612, 1.941)
H (-1.430, 4.225, 0.464)
H (-0.653, 4.048, -1.142)


5.
The following is a quantum chemistry calculation of a 11-piece molecular cluster, C47H126N12O14 overall in a non-equilibrium geometry, from the Open Molecules 2025 dataset.

Output
* relative energy (zero: lowest compared OMol25 entry of this formula, charge and spin): 0.00 kJ/mol
* <S²>: 0.75
* 2S+1: 2
* total charge: -1
* frontier orbital gap (alpha / beta): 0.0666 / 0.3194 hartree

Cartesian coordinates (Å):
O (3.465, 5.106, -16.240)
O (-0.791, 1.910, -22.890)
O (3.306, 0.070, -8.284)
O (0.065, 3.555, -10.748)
O (0.970, -0.338, -12.344)
O (1.139, 2.102, -16.515)
O (1.037, 5.726, -19.797)
O (-7.304, 1.787, -15.146)
O (-0.957, -2.132, -18.384)
O (4.139, 2.010, -12.979)
O (-2.581, 9.184, -16.186)
O (2.533, 10.088, -23.223)
O (-3.106, 3.865, -19.066)
O (-5.602, 6.781, -18.491)
N (-3.633, -0.057, -16.797)
N (-3.649, 6.445, -20.243)
N (1.317, -0.844, -16.016)
N (0.508, 4.023, -15.626)
N (2.100, 3.253, -20.930)
N (-5.336, -0.442, -14.605)
N (-0.897, 2.395, -15.744)
N (2.796, 6.146, -11.091)
N (3.895, 3.241, -18.430)
N (2.276, 7.220, -22.863)
N (-1.237, 6.026, -14.603)
N (5.254, 0.989, -10.527)
C (2.829, 6.155, -15.539)
C (-0.193, -2.045, -19.577)
C (-5.226, 0.892, -14.050)
C (-0.297, 0.897, -23.716)
C (-0.171, 3.066, -12.047)
C (1.733, 0.391, -11.282)
C (-5.918, 2.087, -14.888)
C (-2.593, 6.246, -16.630)
C (-4.839, 7.012, -20.784)
C (0.256, -2.286, -14.564)
C (-3.290, 2.658, -18.390)
C (-6.494, 5.685, -18.501)
C (-2.275, 8.238, -15.145)
C (0.023, 5.718, -18.819)
C (1.288, 8.069, -23.492)
C (2.679, 4.483, -9.403)
C (-3.762, 1.299, -13.803)
C (-2.694, -1.133, -16.889)
C (-5.628, 7.606, -19.676)
C (-3.133, 5.295, -21.037)
C (-3.493, -2.407, -16.588)
C (3.317, 11.185, -23.735)
C (0.289, 2.785, -15.999)
C (4.058, 5.544, -17.517)
C (1.794, 6.100, -22.075)
C (2.669, 0.336, -7.047)
C (0.780, 6.468, -20.970)
C (5.751, 0.686, -11.858)
C (0.186, 2.862, -22.450)
C (0.582, 4.877, -10.696)
C (5.503, 1.788, -12.872)
C (-2.073, -1.172, -18.309)
C (-7.943, 2.821, -15.862)
C (5.202, -0.189, -9.618)
C (5.351, 4.786, -19.580)
C (1.681, -0.343, -13.622)
C (2.008, 9.209, -24.193)
C (0.753, -0.834, -14.733)
C (4.686, 0.266, -8.284)
C (-3.068, 10.424, -15.735)
C (2.144, 4.850, -10.769)
C (4.792, 4.333, -18.235)
C (-3.561, 3.927, -20.429)
C (-1.604, 6.963, -15.676)
C (0.111, 2.102, -20.052)
C (1.026, 2.373, -21.267)
C (3.837, 3.170, -13.683)
H (5.595, 4.005, -17.576)
H (-7.521, 5.934, -18.234)
H (-5.107, -1.037, -13.821)
H (-5.435, 2.134, -15.864)
H (-0.063, -0.112, -14.724)
H (2.969, 6.878, -23.512)
H (4.748, 6.381, -17.408)
H (4.230, 4.087, -13.244)
H (4.307, 2.328, -18.299)
H (-6.619, 7.958, -19.963)
H (-2.665, 1.927, -18.904)
H (-2.811, 6.738, -17.578)
H (-3.030, 3.146, -20.973)
H (-1.515, 3.165, -15.533)
H (4.133, 3.281, -14.726)
H (0.745, 3.031, -12.637)
H (-3.283, 0.696, -13.032)
H (0.705, 7.505, -20.644)
H (-1.977, -1.022, -16.075)
H (-0.153, 4.646, -15.184)
H (-5.071, 8.494, -19.378)
H (0.544, -2.844, -19.666)
H (0.222, 5.374, -9.795)
H (-0.529, 2.043, -12.166)
H (2.475, 5.268, -8.675)
H (-2.137, 5.768, -14.226)
H (2.909, 1.291, -6.579)
H (-0.709, 7.275, -16.214)
H (1.529, 0.109, -16.273)
H (3.548, 6.957, -15.374)
H (-2.767, 11.151, -16.489)
H (-6.010, 4.977, -17.829)
H (5.967, 5.681, -19.503)
H (3.808, 11.723, -22.924)
H (-3.668, 2.322, -13.438)
H (2.533, 6.894, -10.465)
H (-3.761, 5.989, -19.348)
H (6.833, 0.556, -11.823)
H (1.405, 4.379, -15.926)
H (-3.546, 6.171, -16.106)
H (6.140, -0.722, -9.461)
H (4.579, -0.958, -10.075)
H (1.307, 5.366, -22.717)
H (-1.039, 0.234, -24.161)
H (5.129, -0.372, -7.519)
H (-0.543, -2.481, -15.280)
H (-7.616, 3.822, -15.581)
H (-5.351, 6.212, -21.320)
H (3.108, 3.335, -17.804)
H (2.085, 0.657, -13.779)
H (-0.958, -2.091, -20.352)
H (4.973, 1.282, -8.014)
H (-4.323, -2.520, -17.285)
H (-5.732, 3.068, -14.452)
H (-6.505, 5.138, -19.444)
H (-1.112, 1.495, -16.150)
H (-3.544, 5.411, -22.040)
H (2.067, 6.517, -16.229)
H (1.525, 1.465, -21.606)
H (-4.277, 2.198, -18.429)
H (-4.316, -0.181, -17.531)
H (-4.618, 3.668, -20.376)
H (5.953, 1.541, -13.834)
H (-7.651, 2.671, -16.902)
H (5.887, 3.927, -19.983)
H (5.173, -0.166, -12.216)
H (-4.142, 10.555, -15.603)
H (-0.804, 6.585, -13.882)
H (2.356, 5.921, -14.586)
H (-3.224, 7.928, -14.707)
H (2.717, 2.987, -20.176)
H (-1.020, 5.581, -19.105)
H (1.616, 0.366, -7.327)
H (2.686, 5.669, -21.621)
H (1.304, 0.531, -10.290)
H (-2.912, -3.328, -16.631)
H (0.088, 5.432, -11.493)
H (-2.498, 10.848, -14.909)
H (1.013, -3.062, -14.675)
H (0.397, -1.129, -19.583)
H (-3.132, 1.183, -14.685)
H (-3.801, -2.399, -15.543)
H (2.670, 11.817, -24.344)
H (-4.764, 7.838, -21.491)
H (0.285, 1.350, -24.518)
H (3.780, 5.986, -10.926)
H (-0.028, 6.693, -18.335)
H (4.301, 1.320, -10.557)
H (-1.658, 8.687, -14.366)
H (4.092, 10.800, -24.397)
H (-1.658, -0.176, -18.462)
H (1.305, 9.666, -24.890)
H (-2.771, -1.262, -19.141)
H (3.206, 5.993, -18.028)
H (0.537, 8.519, -22.842)
H (0.387, 0.329, -23.086)
H (2.560, 4.097, -11.437)
H (4.447, 5.053, -20.126)
H (0.844, 3.107, -23.283)
H (1.973, 1.390, -11.645)
H (-5.686, 0.840, -13.063)
H (0.556, -1.077, -16.638)
H (2.612, -0.205, -11.037)
H (2.823, 8.791, -24.784)
H (1.697, 4.109, -20.574)
H (-2.854, 2.775, -17.398)
H (-2.295, 5.247, -16.951)
H (-6.331, -0.585, -14.700)
H (3.754, 4.301, -9.414)
H (-0.243, 6.194, -21.227)
H (0.223, 4.974, -18.047)
H (2.804, -0.419, -6.273)
H (2.501, -1.040, -13.447)
H (-0.392, 3.762, -22.236)
H (6.037, 2.684, -12.556)
H (-4.113, -0.224, -15.924)
H (-0.530, 1.240, -20.236)
H (0.737, 1.790, -19.215)
H (-0.954, 3.696, -12.467)
H (-2.069, 5.406, -21.243)
H (2.053, 3.714, -8.951)
H (-0.079, -2.394, -13.532)
H (-0.458, 2.990, -19.777)
H (2.759, 3.329, -13.695)
H (-9.031, 2.868, -15.801)
H (0.891, 7.395, -24.252)


6.
The following is a quantum chemistry calculation of C31H39N5O2PTl as an isolated structure in a non-equilibrium geometry, from the Open Molecules 2025 dataset.

Output
* relative energy (zero: lowest compared OMol25 entry of this formula, charge and spin): 222.63 kJ/mol
* 2S+1: 1
* total charge: +2
* frontier orbital gap: 0.1926 hartree

Cartesian coordinates (Å):
Tl (-0.945, 0.367, 1.069)
P (0.396, 2.993, -0.326)
O (-5.489, -1.446, -3.108)
O (-4.308, -0.082, -1.769)
N (1.610, -0.592, -0.645)
N (0.598, -1.516, 1.908)
N (-1.033, -2.234, -1.545)
N (-0.242, -1.548, -3.513)
N (2.579, -1.598, 2.879)
C (-0.908, 5.455, -1.053)
C (1.881, 4.319, -2.391)
C (1.090, 2.096, -2.832)
C (-2.060, -2.194, -2.484)
C (0.033, -1.854, -2.173)
C (2.316, 3.280, -4.520)
C (1.667, -1.900, 3.875)
C (3.019, 3.174, 0.510)
C (-3.699, -1.680, -4.709)
C (-1.169, 4.054, -0.506)
C (1.615, 5.120, 1.247)
C (-0.631, -2.354, 5.306)
C (1.649, 2.140, -4.101)
C (-0.753, -2.107, 3.953)
C (-1.543, -1.746, -3.736)
C (2.426, 4.367, -3.665)
C (1.409, -1.732, -1.570)
C (1.884, -1.382, 1.732)
C (-5.338, -0.419, -2.285)
C (1.631, 3.618, 0.975)
C (2.538, -0.955, 0.446)
C (-4.317, -2.228, -3.461)
C (1.198, 3.182, -1.961)
C (0.419, -1.856, 3.243)
C (-2.028, 3.265, -1.502)
C (-2.380, -1.473, -4.853)
C (-3.387, -2.409, -2.303)
C (-1.901, 4.126, 0.834)
C (1.789, -2.135, 5.239)
C (1.269, 2.857, 2.256)
C (0.619, -2.353, 5.938)
H (-1.515, -2.558, 5.895)
H (-6.301, 0.083, -2.139)
H (3.579, -1.557, 2.990)
H (3.380, 3.762, -0.331)
H (1.827, 5.705, 0.354)
H (3.733, 3.291, 1.328)
H (-0.298, 6.048, -0.375)
H (3.211, -1.751, 0.106)
H (-2.970, 3.793, -1.669)
H (-1.338, 4.681, 1.583)
H (1.569, 1.287, -4.763)
H (-1.528, 3.162, -2.466)
H (-1.711, -2.117, 3.450)
H (1.381, 1.776, 2.113)
H (2.750, 3.320, -5.510)
H (3.019, 2.121, 0.212)
H (0.545, 1.219, -2.495)
H (-4.389, -1.458, -5.513)
H (0.666, -2.531, 7.004)
H (0.438, -1.290, -4.216)
H (2.004, 0.187, -1.158)
H (-3.787, -2.713, -1.345)
H (0.665, 5.446, 1.668)
H (-1.971, -1.083, -5.776)
H (2.752, -2.140, 5.733)
H (3.161, -0.089, 0.683)
H (1.575, -2.650, -1.005)
H (-2.261, 2.268, -1.113)
H (0.245, 3.068, 2.572)
H (2.938, 5.261, -3.995)
H (-2.116, 3.128, 1.226)
H (-0.426, 5.416, -2.028)
H (-2.857, 4.636, 0.695)
H (1.937, 3.154, 3.067)
H (-1.863, 5.972, -1.179)
H (2.393, 5.353, 1.980)
H (1.982, 5.180, -1.744)
H (2.132, -1.695, -2.392)
H (-4.761, -3.203, -3.714)